No. 1
C29H48ClN2O10 | ωB97M-V/def2-TZVPD

As for the lowest unoccupied orbital energy: -0.1345 Eh. The calculation puts the HOMO energy at -11.51 eV. Its charge is +1. The spin multiplicity is 1. The calculation puts the frontier orbital gap at 7.85 eV.

Each line ends with the Löwdin charge.
CARTESIAN COORDINATES (ANGSTROEM)
Cl 2.30 -3.46 -1.67  0.712
O -2.69 -2.32 -1.17  0.007
O 2.73 3.84 0.90  0.002
O 1.97 6.56 -3.53  0.041
O -7.90 0.22 -1.01  0.124
O 3.81 6.45 -2.26  0.119
O 4.57 -6.39 6.72  0.145
O -7.19 0.55 -3.11  0.000
O -3.37 -2.67 0.94  0.110
O 4.53 -5.01 4.95  0.019
O 3.01 1.84 -0.05  0.081
N 4.32 -1.22 0.52  0.141
N -0.14 2.57 1.98  0.015
C 3.49 2.87 0.36  -0.507
C -9.24 0.86 -4.21  -0.150
C 0.31 -2.30 2.23  -0.163
C 2.03 4.83 -1.96  -0.082
C 4.94 3.30 0.33  -0.065
C -8.14 0.54 -2.13  -0.484
C 0.71 5.88 -3.61  -0.141
C 1.39 -2.73 1.21  -0.160
C 2.74 6.01 -2.57  -0.486
C 0.95 4.51 -2.99  -0.140
C 2.61 -1.86 -1.01  -0.598
C 3.18 -6.94 4.79  -0.068
C -0.70 -1.25 1.74  -0.191
C 3.23 -1.20 1.20  0.030
C 3.37 -6.34 3.39  -0.151
C -4.77 -2.02 -2.24  -0.144
C 0.10 1.19 1.52  -0.302
C -3.63 -2.35 -0.18  -0.476
C 3.81 -4.92 3.72  -0.187
C 4.11 -1.50 -0.90  -0.112
C -0.59 0.14 2.41  -0.179
C -7.74 1.07 -4.33  -0.153
C 4.17 -6.14 5.63  -0.478
C -9.46 1.00 -2.71  -0.071
C -4.97 -1.89 -0.73  -0.066
C -3.27 -1.79 -2.38  -0.152
C 2.02 -1.57 0.42  -0.246
C 3.55 5.00 1.20  -0.119
C 4.96 4.46 1.32  -0.131
H 1.18 0.97 1.51  0.073
H 5.18 3.62 -0.68  0.138
H -7.30 0.54 -5.17  0.124
H -7.47 2.13 -4.40  0.127
H 2.96 -4.25 3.87  0.113
H 1.35 3.83 -3.74  0.120
H -1.61 0.51 2.58  0.111
H -0.25 -3.21 2.46  0.117
H -3.02 -0.73 -2.45  0.125
H 0.76 -1.97 3.17  0.106
H -1.68 -1.63 2.02  0.083
H -9.62 2.04 -2.40  0.134
H 2.49 -6.39 2.76  0.113
H 5.13 4.08 2.33  0.121
H -5.37 -1.32 -2.82  0.101
H 4.78 -2.25 -1.30  0.127
H -0.08 0.08 3.37  0.107
H -0.26 3.15 1.15  0.058
H 5.72 5.21 1.11  0.127
H 4.26 -0.55 -1.42  0.133
H 4.47 -4.50 2.96  0.114
H 0.98 -3.50 0.57  0.093
H 3.41 -8.00 4.84  0.129
H -9.82 1.57 -4.81  0.118
H 1.37 -0.71 0.28  0.125
H 4.18 -6.87 2.88  0.120
H 2.18 -6.76 5.18  0.134
H -0.73 -1.17 0.65  0.104
H 0.72 2.92 2.39  0.052
H -9.50 -0.15 -4.53  0.119
H -0.03 6.47 -3.04  0.130
H -5.14 -0.86 -0.42  0.133
H 3.45 5.71 0.39  0.115
H 3.18 5.45 2.12  0.133
H -5.02 -3.03 -2.56  0.122
H 3.16 -0.99 2.26  0.175
H -2.84 -2.32 -3.23  0.123
H 2.20 -3.21 1.78  0.097
H 2.72 4.01 -1.81  0.109
H 5.59 2.47 0.63  0.119
H 0.39 5.84 -4.65  0.127
H -5.77 -2.52 -0.35  0.132
H 1.61 5.13 -1.00  0.127
H 0.05 4.06 -2.58  0.116
H -0.25 1.06 0.50  0.113
H 2.19 -1.11 -1.68  0.108
H 5.23 -1.04 0.92  0.185
H -10.27 0.38 -2.34  0.128

No. 2
C29H48IrNS3 | ωB97M-V/def2-TZVPD

As for the lowest unoccupied orbital energy (spin up / spin down): -0.3689 / -0.4192 Eh. The calculation puts the HOMO energy (spin up / spin down) at -17.20 / -17.20 eV. Its charge is +3. The spin multiplicity is 2. For the relative energy (zero: lowest compared OMol25 entry of this formula, charge and spin), the calculation gives 13.23 kcal per mole. The calculation puts the frontier orbital gap (spin up / spin down) at 7.16 / 5.79 eV.

Each line ends with the Löwdin charge.
CARTESIAN COORDINATES (ANGSTROEM)
Ir 0.02 0.37 0.11  1.135
S 3.36 -2.81 -1.70  1.034
S 1.19 -1.67 0.99  0.850
S 0.72 -3.32 -1.86  0.966
N -0.47 -0.02 -1.96  -0.018
C 3.02 -1.81 0.98  -0.441
C -1.55 0.60 1.72  -0.093
C -2.93 2.44 -1.53  -0.034
C -3.70 0.19 -0.76  -0.014
C -1.92 1.46 0.57  -0.108
C 0.73 -3.45 0.98  -0.427
C 1.92 0.24 -2.47  -0.118
C -2.31 -0.48 2.50  -0.498
C 3.09 -4.57 -2.11  -0.414
C 3.72 -2.82 0.07  -0.439
C 0.15 -4.06 -0.30  -0.417
C -3.18 1.56 -0.29  -0.504
C 2.66 1.60 -4.30  -0.033
C 2.37 2.27 2.53  -0.025
C -4.25 2.32 0.52  0.004
C 2.20 2.87 0.11  -0.022
C -1.59 -0.69 3.84  -0.032
C -0.83 2.33 0.34  -0.055
C 1.68 -4.61 -2.70  -0.433
C 1.48 2.89 1.46  -0.546
C 1.12 4.34 1.85  -0.001
C 2.95 0.77 -3.23  -0.052
C 0.61 0.54 -2.79  -0.301
C -2.35 -1.82 1.73  -0.023
C 0.19 2.11 1.31  -0.271
C -3.76 -0.09 2.82  -0.018
C 1.34 1.90 -4.61  -0.022
C 0.30 1.37 -3.85  -0.009
C -0.22 1.01 2.10  -0.148
H -1.43 0.25 4.37  0.107
H -2.67 3.47 -1.26  0.100
H 2.13 -0.41 -1.62  0.027
H -0.55 -1.02 -2.14  0.052
H 3.30 2.83 2.60  0.108
H 1.21 -5.59 -2.64  0.112
H 2.63 1.23 2.30  0.076
H -4.51 1.85 1.46  0.063
H 2.03 4.93 1.94  0.110
H -4.43 0.34 -1.56  0.109
H -2.16 2.09 -2.21  0.062
H 1.68 -4.30 -3.75  0.101
H 3.46 2.01 -4.90  0.127
H 0.03 -3.57 1.79  0.085
H 3.85 -4.91 -2.81  0.108
H -0.63 -1.19 3.72  0.084
H -0.78 3.10 -0.42  0.140
H 3.98 0.54 -2.99  0.119
H 1.67 3.44 -0.66  0.099
H 3.29 -2.09 1.99  0.107
H 3.36 -0.79 0.82  0.080
H -4.39 0.00 1.94  0.060
H -3.82 0.84 3.39  0.112
H -0.73 1.60 -4.10  0.122
H -2.91 -0.45 -1.14  0.069
H 0.37 -5.12 -0.35  0.107
H 4.79 -2.63 0.16  0.113
H -4.18 -0.88 3.44  0.112
H 1.64 -3.97 1.25  0.085
H -3.16 -1.85 1.01  0.081
H 2.35 1.85 -0.26  0.057
H 0.34 0.68 2.96  0.120
H 3.20 3.31 0.21  0.110
H -1.42 -1.99 1.20  0.013
H -2.50 -2.63 2.45  0.112
H 0.59 4.37 2.80  0.105
H -2.21 -1.32 4.48  0.107
H -4.22 -0.35 0.03  0.069
H -1.35 0.40 -2.21  0.066
H -0.94 -3.94 -0.32  0.087
H -3.91 3.34 0.74  0.108
H 3.56 -3.84 0.43  0.080
H -3.86 2.50 -2.10  0.112
H 1.11 2.54 -5.45  0.129
H 0.49 4.81 1.09  0.096
H -5.15 2.40 -0.09  0.115
H 3.18 -5.16 -1.19  0.098
H 1.91 2.30 3.52  0.104

No. 3
C29H48LaNP3SSe | ωB97M-V/def2-TZVPD

As for the lowest unoccupied orbital energy (spin up / spin down): -0.4586 / -0.4594 Eh. The calculation puts the HOMO energy (spin up / spin down) at -16.41 / -16.37 eV. Its charge is +3. The spin multiplicity is 1. For the relative energy (zero: lowest compared OMol25 entry of this formula, charge and spin), the calculation gives 86.11 kcal per mole. The calculation puts the frontier orbital gap (spin up / spin down) at 3.93 / 3.87 eV.

Each line ends with the Löwdin charge.
CARTESIAN COORDINATES (ANGSTROEM)
La -0.84 -0.42 -0.32  1.146
Se 0.05 -2.32 -2.13  0.948
S -1.30 -0.96 3.53  1.142
P -2.83 1.52 -1.48  0.694
P 1.04 2.08 0.23  0.707
P 0.55 0.86 -2.91  0.671
N -1.30 -1.00 1.89  -0.593
C 0.47 -6.33 -2.61  -0.001
C -1.48 -4.44 -3.24  -0.046
C -1.38 0.82 3.85  -0.380
C 0.54 -5.08 -2.03  -0.048
C -0.28 0.10 -4.37  -0.294
C 1.97 -1.96 5.70  -0.037
C 2.81 2.29 -0.27  -0.261
C 1.44 -1.10 3.09  -0.107
C 1.27 2.34 2.03  -0.270
C -0.64 1.42 4.88  -0.062
C -1.53 3.58 4.29  -0.045
C -3.93 2.20 -0.17  -0.269
C -0.71 2.79 5.09  -0.041
C -2.65 3.02 -2.53  -0.259
C 0.40 -1.31 3.98  -0.410
C 3.99 -1.74 -0.14  -0.079
C 0.36 3.75 -0.17  -0.260
C 2.21 0.08 -3.06  -0.279
C 2.76 -1.22 3.53  -0.053
C -2.31 2.99 3.29  -0.065
C -2.26 1.60 3.10  -0.110
C 3.03 -1.65 4.83  -0.025
C 0.89 2.52 -3.61  -0.242
C -1.54 -5.70 -3.80  -0.004
C -4.07 0.60 -2.48  -0.263
C -0.56 -6.66 -3.50  0.066
C -0.39 -4.04 -2.40  -0.591
C 3.50 -2.90 -0.51  -0.097
C 0.66 -1.81 5.27  -0.075
H -2.34 -5.96 -4.49  0.137
H 2.27 -0.83 -2.45  -0.032
H -3.36 2.82 0.53  0.020
H -2.22 -3.67 -3.50  0.124
H -1.61 -1.88 0.12  -0.158
H 3.30 3.04 0.34  0.060
H 1.36 -4.81 -1.37  0.101
H -0.60 -7.66 -3.96  0.155
H -2.27 2.76 -3.51  0.028
H 4.33 -0.97 -0.91  0.081
H -1.88 -1.82 1.63  -0.044
H -3.64 0.32 -3.45  0.042
H -2.91 1.12 2.36  0.083
H 1.18 2.41 -4.66  0.072
H 1.87 3.21 2.23  0.056
H 4.18 -1.48 0.88  0.022
H -4.97 1.22 -2.65  0.069
H -0.68 3.81 0.19  0.033
H 1.23 -7.07 -2.38  0.137
H -1.96 3.73 -2.05  0.039
H 2.39 -0.17 -4.10  0.066
H -4.38 1.37 0.41  0.055
H 1.70 3.02 -3.06  0.038
H 0.28 2.45 2.54  0.020
H -4.36 -0.31 -1.95  0.046
H -0.01 0.79 5.52  0.118
H 3.58 -0.99 2.84  0.095
H 3.16 -3.64 0.22  0.062
H 1.22 -0.83 2.05  0.065
H -3.64 3.51 -2.64  0.077
H -0.19 -2.05 5.92  0.128
H -0.12 3.25 5.89  0.130
H -1.59 4.67 4.45  0.129
H 3.32 -3.17 -1.59  0.062
H 0.36 3.93 -1.27  0.026
H 2.91 2.59 -1.34  0.033
H 1.74 1.45 2.49  0.035
H -2.98 3.60 2.69  0.106
H 2.18 -2.33 6.71  0.133
H -1.27 0.55 -4.51  0.041
H 0.95 4.54 0.31  0.067
H 3.33 1.33 -0.15  0.026
H -0.01 3.14 -3.56  0.031
H 4.06 -1.75 5.17  0.126
H 0.35 0.28 -5.25  0.066
H 2.99 0.78 -2.70  0.045
H -0.40 -0.98 -4.21  -0.027
H -4.74 2.79 -0.62  0.069

No. 4
C29H48NOP2Pd | ωB97M-V/def2-TZVPD

As for the lowest unoccupied orbital energy (spin up / spin down): -0.1562 / -0.3122 Eh. The calculation puts the HOMO energy (spin up / spin down) at -9.43 / -12.91 eV. Its charge is +2. The spin multiplicity is 6. For the relative energy (zero: lowest compared OMol25 entry of this formula, charge and spin), the calculation gives 0.00 kcal per mole. The calculation puts the frontier orbital gap (spin up / spin down) at 5.18 / 4.42 eV.

Each line ends with the Löwdin charge.
CARTESIAN COORDINATES (ANGSTROEM)
Pd 0.38 -0.07 -0.25  0.920
P -1.19 -0.71 -7.28  0.917
P -0.87 1.93 -8.71  0.935
O -2.32 -1.33 1.79  0.004
N -3.36 -2.12 1.84  -0.219
C -0.68 -1.86 -1.01  -0.180
C 0.78 2.03 -9.53  -0.254
C -4.52 -1.73 1.23  -0.052
C -0.27 0.95 2.42  -0.188
C -4.37 -4.16 2.56  -0.059
C 0.15 -1.92 -6.96  -0.262
C 1.77 -2.62 -0.92  -0.164
C 0.82 -1.30 3.13  -0.029
C -0.91 3.02 1.02  -0.010
C -5.58 -3.74 1.99  -0.087
C 0.44 -2.29 -0.31  -0.169
C 1.77 0.41 1.43  -0.260
C -0.86 -1.77 -2.50  -0.181
C -1.58 0.54 -9.75  -0.423
C 1.78 -0.28 -1.97  -0.155
C 2.09 2.60 0.04  -0.035
C -0.55 -0.37 -3.07  -0.186
C -1.66 3.30 -9.63  -0.262
C 3.15 -0.10 1.30  -0.013
C -2.65 -1.76 -6.93  -0.253
C -1.21 -0.82 -9.15  -0.404
C 0.57 0.33 -2.33  -0.213
C -0.02 1.91 1.40  -0.191
C -1.41 1.04 3.35  -0.017
C 0.76 -0.04 2.37  -0.197
C 1.28 1.63 0.82  -0.305
C 2.14 -1.74 -2.13  -0.167
C -5.66 -2.49 1.38  -0.063
C -3.28 -3.31 2.52  -0.042
H 0.25 -2.67 0.70  0.111
H -1.95 -1.58 -9.43  0.092
H 0.67 2.03 -10.62  0.065
H -2.36 0.95 2.81  0.087
H -1.92 -1.98 -2.72  0.117
H -1.37 0.26 4.11  0.093
H -2.73 3.31 -9.40  0.052
H -0.35 -0.41 -4.15  0.091
H -1.41 2.01 3.85  0.106
H -0.97 3.79 1.80  0.111
H 2.51 -2.46 -0.13  0.098
H -2.33 -3.54 3.00  0.123
H 3.83 0.40 2.01  0.118
H -2.67 0.69 -9.75  0.090
H -1.51 3.18 -10.71  0.069
H 0.18 -2.15 -5.89  0.029
H 1.11 -1.48 -7.25  0.050
H -2.58 -2.71 -7.49  0.066
H 2.58 3.32 0.71  0.108
H -0.56 3.49 0.10  0.081
H -1.60 -1.85 -0.42  0.089
H 1.46 3.16 -0.65  0.079
H 2.87 2.08 -0.53  0.069
H -2.69 -1.97 -5.85  0.041
H 1.75 -2.16 -3.06  0.107
H -6.59 -2.06 0.98  0.118
H 2.63 0.40 -1.80  0.098
H 1.25 2.97 -9.21  0.053
H -6.47 -4.37 2.05  0.114
H 1.11 -1.14 4.18  0.109
H 3.20 -1.18 1.50  0.076
H 1.83 -3.68 -1.20  0.135
H -0.22 -1.15 -9.48  0.088
H -3.56 -1.23 -7.22  0.055
H -1.45 0.24 -2.94  0.114
H 0.56 1.42 -2.36  0.109
H -0.16 -1.80 3.12  0.071
H 1.55 -1.99 2.68  0.080
H 3.24 -1.76 -2.21  0.124
H -0.02 -2.84 -7.53  0.069
H 3.54 0.07 0.29  0.077
H -4.29 -5.10 3.09  0.115
H -1.93 2.65 0.85  0.100
H 1.42 1.19 -9.22  0.043
H -4.48 -0.79 0.69  0.118
H -0.28 -2.54 -3.02  0.105
H -1.21 0.65 -10.78  0.096
H -1.22 4.25 -9.30  0.054

No. 5
C29H49BN11O2 | ωB97M-V/def2-TZVPD

As for the lowest unoccupied orbital energy: -0.1222 Eh. The calculation puts the HOMO energy at -11.93 eV. Its charge is +1. The spin multiplicity is 1. The calculation puts the frontier orbital gap at 8.61 eV.

Each line ends with the Löwdin charge.
CARTESIAN COORDINATES (ANGSTROEM)
O -1.24 -0.73 -0.83  -0.093
O 2.36 -2.86 0.45  0.146
N -1.44 9.81 3.50  0.120
N -0.14 5.33 0.97  0.129
N -2.69 2.66 -1.63  0.159
N 3.96 -8.34 -1.42  0.123
N 1.44 -4.81 3.48  0.131
N 0.74 0.59 0.63  0.151
N 6.40 -2.42 -1.92  0.133
N -2.26 3.70 -6.51  0.134
N -3.61 -3.83 -4.25  0.135
N 3.21 -9.07 4.06  0.145
N -5.59 7.07 -1.51  0.125
C 4.04 -8.04 1.17  -0.095
C -5.41 7.91 -0.74  -0.292
C 3.32 -8.32 4.92  -0.262
C -2.90 1.87 -4.10  -0.061
C -2.78 2.31 -2.72  -0.212
C 5.78 -3.36 -1.67  -0.278
C 4.97 -4.52 -1.34  -0.069
C 3.99 -8.22 -0.27  -0.287
C -0.72 1.63 3.03  0.040
C 0.33 7.90 3.47  -0.074
C -1.70 0.20 0.12  -0.153
C -1.09 5.53 0.34  -0.270
C -0.66 -2.93 0.05  0.010
C -0.15 -1.55 -0.38  -0.315
C -1.65 -2.15 -3.88  -0.071
C -0.65 8.98 3.49  -0.288
C -2.75 -3.09 -4.09  -0.279
C 0.75 -0.90 0.69  -0.097
C -3.18 3.93 -7.17  -0.259
C 3.72 0.05 -0.91  -0.074
C 0.44 -4.63 4.00  -0.277
C -0.63 1.21 0.53  -0.249
C -2.29 5.78 -0.44  -0.077
C -0.84 -4.39 4.66  -0.058
C -5.20 8.98 0.24  -0.065
C 3.50 -0.58 0.48  -0.131
C -4.34 4.22 -8.01  -0.056
C -1.05 1.94 1.74  -0.106
C 3.47 -7.38 6.03  -0.068
B 2.22 -1.50 0.54  -0.428
H 0.29 1.65 3.43  0.068
H 3.96 -6.47 5.68  0.079
H 1.34 8.32 3.45  0.084
H 0.47 -1.70 -1.27  0.147
H -1.31 -5.35 4.90  0.090
H -0.41 -3.66 -0.71  0.093
H -1.50 -3.82 4.01  0.079
H -2.45 0.80 -0.37  0.096
H 4.41 0.89 -0.81  0.087
H 5.26 -5.37 -1.95  0.083
H -0.68 -3.84 5.59  0.086
H -2.60 6.82 -0.32  0.070
H 4.16 -0.65 -1.62  0.067
H -4.68 9.81 -0.24  0.086
H -6.16 9.32 0.62  0.086
H -1.91 1.64 -4.50  0.081
H -1.52 1.40 3.73  0.070
H -1.83 -1.58 -2.97  0.055
H -3.09 5.13 -0.12  0.073
H 2.81 0.46 -1.37  0.064
H -0.59 1.93 -0.29  0.133
H -4.70 5.22 -7.80  0.088
H -1.65 2.84 1.56  0.110
H 0.40 -1.18 1.69  0.165
H 0.22 7.28 4.35  0.082
H 0.19 7.29 2.58  0.036
H -1.74 -2.91 0.16  0.097
H -5.13 3.50 -7.80  0.085
H 3.92 -4.29 -1.54  0.074
H -3.34 2.66 -4.70  0.045
H -0.23 -3.25 1.00  0.070
H 2.86 -3.15 1.23  0.122
H 5.08 -4.77 -0.29  0.076
H 3.35 0.24 1.20  0.097
H -4.06 4.15 -9.05  0.088
H -2.20 -0.26 0.98  0.143
H 2.49 -7.13 6.43  0.079
H 4.96 -7.52 1.44  0.078
H 4.02 -9.00 1.68  0.053
H 4.40 -1.09 0.79  0.111
H -4.60 8.61 1.07  0.079
H 4.07 -7.83 6.81  0.085
H -0.71 -2.69 -3.79  0.082
H -2.09 5.60 -1.50  0.081
H -3.53 0.98 -4.15  0.089
H -1.58 -1.47 -4.73  0.080
H 1.30 0.91 -0.17  0.159
H 3.19 -7.45 1.50  0.069
H 1.22 0.94 1.46  0.162